Record 1
{"formula": "C9H12Cl2F4N2O25PdS4", "method": "the ωB97M-V functional and the def2-TZVPD basis", "elements": ["Pd", "Cl", "O", "O", "O", "O", "Cl", "O", "O", "O", "O", "N", "S", "O", "O", "F", "S", "O", "O", "F", "N", "S", "O", "O", "F", "S", "O", "O", "F", "C", "C", "O", "C", "O", "O", "H", "H", "H", "H", "C", "C", "O", "C", "O", "O", "H", "H", "H", "H", "C", "C", "O", "C", "O", "O", "H", "H", "H", "H"], "positions_angstrom": [[0.263, 0.431, 0.103], [1.835, -2.663, 2.548], [1.065, -2.512, 3.730], [1.860, -4.009, 2.243], [1.303, -1.737, 1.619], [3.168, -2.162, 2.845], [-1.720, 3.859, 0.465], [-1.286, 2.532, 0.032], [-2.437, 4.352, -0.655], [-2.602, 3.733, 1.641], [-0.622, 4.720, 0.771], [2.263, 0.839, -0.079], [3.697, -0.096, -0.274], [4.323, -0.749, 0.865], [4.589, 0.243, -1.399], [2.971, -1.423, -0.958], [2.987, 2.130, -0.352], [2.687, 2.689, -1.713], [4.214, 2.425, 0.291], [1.794, 2.835, 0.519], [1.213, 3.251, 3.232], [2.681, 2.428, 3.651], [2.912, 1.119, 2.934], [3.231, 2.549, 5.001], [3.516, 3.441, 2.733], [0.458, 1.862, 3.480], [0.537, 1.141, 4.787], [0.224, 1.082, 2.269], [-0.913, 2.588, 3.734], [-2.735, -1.025, 4.302], [-3.462, -2.158, 3.578], [-2.920, -2.047, 2.226], [-2.448, -0.883, 2.005], [-1.883, -0.390, 0.980], [-2.446, -0.150, 3.230], [-1.872, -1.498, 4.772], [-3.400, -0.619, 5.063], [-4.539, -2.082, 3.733], [-3.328, -3.165, 3.974], [0.065, 0.014, -5.685], [1.188, 1.103, -5.518], [1.146, 1.502, -4.159], [0.181, 0.905, -3.525], [-0.030, 1.156, -2.343], [-0.560, 0.081, -4.330], [0.434, -0.924, -6.102], [-0.732, 0.408, -6.316], [0.958, 1.873, -6.255], [2.066, 0.613, -5.939], [-1.815, -3.218, -3.649], [-2.960, -2.878, -2.700], [-2.315, -2.304, -1.594], [-0.936, -2.081, -1.835], [-0.163, -1.504, -1.043], [-0.732, -2.523, -3.058], [-2.016, -2.779, -4.627], [-1.772, -4.302, -3.752], [-3.448, -3.807, -2.406], [-3.735, -2.219, -3.091]], "lowdin_spin": [1.692, 0.000, 0.001, 0.000, 0.009, 0.001, 0.001, 0.040, 0.009, 0.002, 0.000, 0.060, 0.007, 0.004, 0.012, 0.001, 0.007, 0.002, 0.017, 0.005, 0.000, 0.000, 0.000, 0.000, 0.000, 0.005, 0.007, 0.051, 0.003, 0.000, 0.000, 0.001, 0.003, 0.018, 0.000, 0.000, 0.000, 0.000, 0.000, 0.000, 0.000, 0.001, 0.003, 0.013, 0.001, 0.000, 0.000, 0.000, 0.000, 0.000, 0.000, 0.001, 0.003, 0.018, 0.001, 0.000, 0.000, 0.000, 0.000], "homo_ev": [-3.28, -3.27], "homo_lumo_gap_ev": [6.34, 5.36], "total_charge": -2, "s_squared": 2.0029, "multiplicity": 3}

=====

Record 2
{"formula": "C9H12FN3", "method": "the ωB97M-V functional and the def2-TZVPD basis", "elements": ["C", "C", "C", "C", "C", "C", "C", "C", "C", "N", "N", "N", "F", "H", "H", "H", "H", "H", "H", "H", "H", "H", "H", "H", "H"], "positions_angstrom": [[3.484, 0.255, -0.296], [2.351, -0.508, -0.528], [0.009, 0.030, 0.343], [-0.779, -0.959, 0.775], [-0.596, 1.364, -0.260], [-2.229, -0.758, 1.092], [-2.006, 1.234, -0.596], [-2.710, 0.706, 0.720], [2.140, -1.757, -1.302], [3.193, 1.281, 0.596], [1.943, 1.157, 0.947], [1.403, 0.154, 0.249], [-0.191, -2.159, 1.197], [4.452, 0.146, -0.518], [-0.323, 2.118, 0.598], [-0.108, 1.404, -1.313], [-2.987, -1.537, 0.757], [-2.257, -0.697, 2.223], [-2.562, 2.130, -0.768], [-2.220, 0.551, -1.425], [-3.785, 0.705, 0.720], [-2.402, 1.317, 1.537], [1.479, -2.430, -0.821], [1.666, -1.546, -2.328], [3.038, -2.202, -1.599]], "lowdin_charge": [-0.077, -0.213, -0.138, -0.178, -0.148, -0.112, -0.220, -0.161, -0.016, 0.015, 0.026, -0.074, 0.021, 0.056, 0.155, 0.152, 0.133, 0.135, 0.100, 0.124, 0.098, 0.094, 0.057, 0.114, 0.058], "homo_ev": -9.30, "homo_lumo_gap_ev": 10.09, "total_charge": 0, "relative_energy_ev": 2.9129}